1.
Formula: C6H13NO2
Source: the OMol25 dataset
Level of theory: ωB97M-V/def2-TZVPD

Geometry as XYZ:
```
22
Properties=species:S:1:pos:R:3:forces:R:3
C 0.93969 0.31295 -1.78254 -0.5119 0.2718 0.2788
N 1.20545 0.24673 -0.35495 0.4100 -1.4208 0.8108
C 0.99226 -0.84754 0.30403 0.5055 1.4312 -0.9667
C 0.30324 -2.06400 -0.25771 0.0779 -0.0282 0.2129
C 1.54733 -0.95201 1.70177 -0.5554 0.2463 -0.0483
H 0.03094 -0.21435 -2.08458 -0.0029 -0.1697 -0.1348
H 0.80704 1.36245 -2.06249 0.0976 -0.1110 0.0188
H 1.78744 -0.07448 -2.35435 -0.0408 -0.0634 0.0829
H -0.64802 -1.78431 -0.71611 0.1006 -0.0724 -0.0709
H 0.94439 -2.53497 -1.00724 -0.1420 -0.0482 -0.0576
H 0.09727 -2.78513 0.53721 0.0417 0.0580 -0.1734
H 2.49729 -1.49318 1.66090 -0.0592 0.0102 0.0641
H 0.85175 -1.49653 2.34447 0.1252 -0.0033 0.0111
H 1.70723 0.04341 2.12290 0.1209 -0.1632 -0.1364
C -2.23765 1.42006 -0.49684 0.7103 -0.3594 -0.8903
C -1.29718 1.31430 0.66319 -1.5103 0.0424 2.8287
O -1.36484 0.44840 1.53835 0.5366 0.9960 -1.8313
O -0.63614 2.47497 0.89002 0.4064 -0.8362 -0.0049
H -3.21895 1.74586 -0.14778 0.1612 -0.0623 0.1131
H -2.32474 0.44002 -0.97308 -0.1633 0.1290 0.1172
H -1.85529 2.13122 -1.23446 -0.1600 -0.0609 0.1405
H -0.12850 2.30612 1.70931 -0.1482 0.2139 -0.3641
```
Forces are in eV/Å.

E_tot ... -12017.762 eV
SMILES ... CN=C(C)C.CC(=O)O
Net charge ... 0
Relative energy (zero: lowest compared OMol25 entry of this formula, charge and spin) ... 22.2 kcal per mole
Frontier orbital gap ... 10.0123 eV
HOMO energy ... -0.336 Ha


2.
Formula: C6H13NO2
Source: the OMol25 dataset
Level of theory: ωB97M-V/def2-TZVPD

Geometry as XYZ:
```
22
Properties=species:S:1:pos:R:3:forces:R:3
C 0.30177 -2.37963 -0.77800 1.0911 4.9078 -0.5864
C -0.90711 -1.75034 -0.01709 -0.2823 -0.9735 -2.9713
C -2.39075 -2.07747 -0.34841 -0.2652 0.8733 -0.1130
N -0.93882 -0.38864 -0.46798 -0.2190 2.7935 2.6876
O -1.17410 0.37130 0.47860 -0.1459 -1.0320 -2.3041
H 0.33722 -3.39044 -0.80736 0.0488 -3.1595 0.1137
H 0.42298 -1.96660 -1.87158 -0.6843 -0.7846 2.0049
H 1.23406 -1.93204 -0.24900 -1.4236 -1.0295 -0.7770
H -0.81503 -1.79341 1.01540 0.5628 -0.0390 1.9398
H -2.99467 -1.45591 0.37752 0.5359 -0.7529 -0.7899
H -2.64563 -3.11825 -0.20668 -0.0050 -0.2728 -0.2278
H -2.62555 -1.69120 -1.37722 0.0491 -0.7143 0.8403
C 1.38232 2.12786 -0.94097 -3.0051 3.0086 1.2444
C 1.06679 1.84950 0.54746 -0.1779 -1.3079 -1.1083
C 0.40426 2.96826 1.26287 -1.7898 -2.2840 0.0839
O 1.18848 0.71818 0.96389 0.7815 0.4673 0.4731
H 1.10882 3.20341 -1.17644 0.7901 -0.9747 0.3156
H 0.83164 1.61459 -1.69545 -0.4585 -1.1968 0.0022
H 2.37756 1.96289 -1.00644 3.2586 -0.4164 -0.7533
H 0.23098 2.86829 2.31602 0.9002 -0.1610 0.7893
H -0.64171 2.61191 0.95386 0.8498 1.6598 -0.4337
H 0.83683 3.87956 0.96529 -0.4115 1.3887 -0.4301
```
Forces are in eV/Å.

E_tot ... -12013.880 eV
SMILES ... CC(C)N=O.CC(C)=O
Net charge ... 0
Relative energy (zero: lowest compared OMol25 entry of this formula, charge and spin) ... 111.7 kcal per mole
Frontier orbital gap ... 9.4517 eV
HOMO energy ... -0.337 Ha


3.
Formula: C6H13NO3
Source: the OMol25 dataset
Level of theory: ωB97M-V/def2-TZVPD

Geometry as XYZ:
```
23
Properties=species:S:1:pos:R:3:forces:R:3
C 0.38704 1.27523 -2.84593 0.0636 -0.0027 -0.1989
C 0.16108 1.52683 -1.35808 -0.0103 0.1990 0.1721
C 0.04868 0.24507 -0.57843 -0.2344 0.0052 0.0654
O 1.24205 -0.39234 -0.12109 0.3914 -0.0563 -0.1959
C 0.33796 0.10110 0.85877 -0.3666 -0.7962 -1.4925
C 0.80156 1.26237 1.70249 -0.0089 -0.1217 0.4436
C -0.40771 -1.00545 1.61296 1.2255 1.0475 4.1107
O 0.15839 -1.58640 2.54816 -0.7549 0.5010 -1.4506
O -1.71708 -0.62440 1.74398 -0.2929 -0.0489 -0.6774
H 0.45906 2.22434 -3.39392 -0.0212 -0.2598 0.1009
H 1.31723 0.71418 -3.01375 -0.2342 0.1375 0.0536
H -0.44226 0.69621 -3.27800 0.2086 0.1401 0.0945
H 0.97050 2.14710 -0.95177 -0.1795 -0.1740 -0.0967
H -0.77715 2.08375 -1.20742 0.2004 -0.0843 -0.0658
H -0.68468 -0.45198 -1.00288 0.1693 0.0999 0.1353
H 1.44831 1.93376 1.12880 -0.2367 -0.2180 0.0139
H -0.06404 1.82435 2.07678 0.1984 -0.1149 -0.0755
H 1.38006 0.90080 2.56225 -0.1889 0.0044 -0.1925
H -2.02320 -0.86781 2.62702 0.1779 -0.3878 -0.0174
N -0.63943 -2.80981 0.34945 -0.2238 0.2786 -0.8394
H 0.22329 -2.86445 -0.19004 -0.2852 -0.1319 0.1819
H -0.73116 -3.58982 0.99582 0.1039 0.3031 -0.1649
H -1.44850 -2.74264 -0.26515 0.2987 -0.3197 0.0957
```
Forces are in eV/Å.

E_tot ... -14064.323 eV
SMILES ... CC[C@H]1O[C@]1(C)C(=O)O.N
Net charge ... 0
Relative energy (zero: lowest compared OMol25 entry of this formula, charge and spin) ... 53.2 kcal per mole
Frontier orbital gap ... 10.1864 eV
HOMO energy ... -0.347 Ha


4.
Formula: C6H13NO3
Source: the OMol25 dataset
Level of theory: ωB97M-V/def2-TZVPD

Geometry as XYZ:
```
23
Properties=species:S:1:pos:R:3:forces:R:3
C 1.92913 -0.28289 1.73713 -0.0709 0.1153 -0.1139
C 1.17926 -1.15459 -1.79926 -0.0235 0.0105 -0.0029
C 0.07735 -0.13393 -1.90887 -0.1640 -0.1562 -0.1268
O 0.80684 0.49118 1.36278 -0.0414 0.2055 -0.6159
O -0.44389 0.14312 -2.96800 0.1514 0.0291 0.3052
H 2.04612 -0.24869 2.82296 0.0025 0.0251 -0.0591
H 1.79805 -1.32977 1.43615 -0.0100 0.0206 -0.0211
H 2.84253 0.10532 1.27465 -0.0543 -0.0406 0.0356
H 1.61308 -1.29855 -2.78602 -0.0285 0.0268 0.0164
H 1.94872 -0.85288 -1.08909 -0.0363 0.0026 0.0111
H 0.76213 -2.09854 -1.44505 0.0103 0.0673 -0.0128
C -1.25222 1.62160 -0.92235 0.0263 -0.1333 0.0166
C -1.81780 -0.00153 1.47094 0.1639 0.1236 0.0697
N -0.31364 0.51190 -0.70999 -0.2560 -0.4061 0.4210
C -0.68060 -0.57076 0.68092 0.0378 0.0209 -0.9062
O -0.37876 -1.71421 0.56685 0.0125 0.5507 0.0146
H 0.61909 0.74349 0.20694 0.2349 -0.3915 1.0217
H -1.27419 2.24298 -0.03017 -0.0102 -0.0041 -0.0153
H -0.91758 2.22230 -1.76710 0.0143 -0.0446 0.0531
H -2.25774 1.26614 -1.15184 0.0053 0.0060 0.0073
H -2.74162 -0.09434 0.89884 0.0461 -0.0253 -0.0161
H -1.64759 1.03389 1.74246 -0.0151 -0.0050 -0.0253
H -1.89666 -0.60125 2.37710 0.0048 0.0025 -0.0570
```
Forces are in eV/Å.

E_tot ... -14063.660 eV
Net charge ... 0
Relative energy (zero: lowest compared OMol25 entry of this formula, charge and spin) ... 68.5 kcal per mole
Frontier orbital gap ... 10.5264 eV
HOMO energy ... -0.359 Ha


5.
Formula: C6H13NO3S
Source: the OMol25 dataset
Level of theory: ωB97M-V/def2-TZVPD

Geometry as XYZ:
```
24
Properties=species:S:1:pos:R:3:forces:R:3
N -2.82954 -1.49182 -0.09450 0.1536 -0.2973 0.0857
C -2.13078 -0.24501 0.18956 -0.1289 0.3924 -0.0530
C -0.93208 -0.08149 -0.74321 0.3656 -0.3942 0.3558
S 0.38427 -1.29341 -0.37956 -0.0904 0.0744 -0.1030
C 1.25399 -0.44494 0.98032 -0.2656 -0.0093 -0.3101
C 2.16990 0.66866 0.50031 0.1962 -0.1628 -0.2281
C 3.31689 0.13799 -0.36386 -0.3189 -0.1769 0.2237
O 4.12416 1.16446 -0.88115 0.3043 0.4230 -0.0621
C -3.08993 0.92955 -0.10506 0.4275 -0.4906 0.3171
O -2.86904 2.05097 0.25335 -0.0198 0.1898 -0.0140
O -4.14504 0.56449 -0.81406 -0.5446 0.1214 -0.3541
H -3.30474 -1.84272 0.72964 0.0723 -0.0395 -0.0703
H -2.17157 -2.20210 -0.40035 -0.0700 -0.0127 0.1223
H -1.79300 -0.15127 1.23204 -0.1240 0.0208 -0.2169
H -0.51610 0.92054 -0.66240 -0.1118 0.0425 -0.0734
H -1.23373 -0.26778 -1.77360 -0.0207 0.0919 -0.0554
H 0.49793 -0.06375 1.66659 0.0889 -0.0594 0.1358
H 1.82545 -1.22807 1.47838 -0.0498 -0.0038 0.1135
H 1.60631 1.40393 -0.07894 0.0333 0.0353 0.0421
H 2.57851 1.18108 1.37719 0.0117 0.0577 -0.0130
H 2.91441 -0.38503 -1.23457 0.0406 -0.0083 0.1593
H 3.91812 -0.57552 0.21995 -0.0847 -0.0077 -0.0601
H 4.50513 1.66429 -0.15040 -0.0211 -0.0469 -0.0785
H -4.07951 -0.41303 -0.94564 0.1562 0.2601 0.1368
```
Forces are in eV/Å.

E_tot ... -24901.110 eV
SMILES ... N[C@@H](CSCCCO)C(=O)O
Net charge ... 0
Relative energy (zero: lowest compared OMol25 entry of this formula, charge and spin) ... 1.8 kcal per mole
Frontier orbital gap ... 9.7003 eV
HOMO energy ... -0.336 Ha


6.
Formula: C6H13NO4
Source: the OMol25 dataset
Level of theory: ωB97M-V/def2-TZVPD

Geometry as XYZ:
```
24
Properties=species:S:1:pos:R:3:forces:R:3
C -0.56678 -1.64848 -0.50576 0.8450 1.9284 1.6289
C 1.02951 0.02860 -1.74100 0.6077 -2.5482 3.6032
C -1.44929 0.62544 -1.23194 -1.4637 -3.5686 0.5350
C 1.33885 -0.35672 1.35677 0.8676 0.7772 -0.0148
C -0.17730 -0.11676 -0.76246 -0.5631 0.9109 1.8418
C 0.34291 0.47518 0.53544 -1.7778 -3.3388 0.8387
N 0.44886 1.87866 0.70074 -1.1622 1.6632 3.3609
O 0.28152 2.25815 1.86821 0.5589 -0.1695 -1.6324
O 0.62704 2.59819 -0.24171 0.4836 0.2583 -1.0989
O 1.06412 -0.26569 2.69554 0.3926 0.4100 1.5236
O -1.47488 0.08070 1.93923 2.1939 0.7172 -1.8516
H -1.08035 -1.87101 -1.38486 -1.4367 -0.9155 -1.0631
H 0.27182 -2.29511 -0.44330 1.1099 -0.4283 -0.3155
H -1.06484 -1.84354 0.49126 -0.0122 0.5179 -1.5171
H 0.75763 -0.79814 -2.34075 1.0632 -1.1040 -1.1979
H 1.99471 -0.04369 -1.09923 -1.3614 -0.6085 -1.5750
H 1.14978 0.86019 -2.30438 -0.3440 2.8791 -1.4567
H -1.39547 1.63825 -1.12332 0.5273 2.7853 -0.3602
H -1.68259 0.28734 -2.27740 0.0004 0.5474 0.9752
H -2.32557 0.38314 -0.51003 1.3158 -0.0555 -1.4467
H 2.45717 -0.02796 1.16933 -2.0869 -0.2758 0.1820
H 1.26677 -1.40248 1.08068 0.0285 -0.0385 -0.6230
H 0.12666 -0.01525 2.86359 0.3489 -0.3534 -0.6345
H -1.94028 -0.42901 1.26536 -0.1354 0.0098 0.2979
```
Forces are in eV/Å.

E_tot ... -16105.252 eV
Net charge ... 0
Relative energy (zero: lowest compared OMol25 entry of this formula, charge and spin) ... 174.0 kcal per mole
Frontier orbital gap (spin up / spin down) ... 8.1789 / 8.1774 eV
HOMO energy (spin up / spin down) ... -0.375 / -0.375 Ha